[1]
Below is a cluster of 9 separate species, C5H23NO8 in total in a non-equilibrium geometry, with properties calculated with ωB97M-V/def2-TZVPD.

Each line ends with the natural charge from an NBO analysis.
CARTESIAN COORDINATES (ANGSTROEM)
O1 -0.07 -2.46 -2.02  -0.9574
O2 2.84 -1.24 0.89  -0.9292
O3 -3.44 2.22 0.89  -0.9416
O4 -1.46 2.09 2.63  -0.9651
O5 2.12 1.07 -0.27  -1.0089
O6 2.63 0.88 -2.87  -0.9345
O7 2.45 -1.73 -1.79  -0.9859
O8 -0.49 3.01 0.29  -0.9708
N1 -1.54 -2.05 0.52  -0.5282
C1 -1.20 -0.71 0.00  0.1349
C2 -1.87 -0.03 -1.10  -0.6890
C3 -0.44 -0.09 0.94  -0.3579
C4 -0.66 -2.25 1.59  -0.0660
C5 0.02 -1.07 1.84  -0.3372
H1 2.62 -1.67 1.68  0.4636
H2 -0.86 2.67 1.11  0.4869
H3 1.19 1.26 -0.30  0.4773
H4 1.99 1.05 -2.25  0.4739
H5 -0.32 1.01 1.07  0.2455
H6 -1.86 1.02 -0.74  0.2292
H7 0.56 -1.94 -1.52  0.4873
H8 2.45 -0.86 -2.12  0.4937
H9 0.62 -0.87 2.70  0.2137
H10 -2.74 -0.62 -1.54  0.2466
H11 -2.36 2.02 2.34  0.4979
H12 0.23 3.47 0.61  0.4699
H13 3.30 -2.08 -2.07  0.4840
H14 -0.35 -3.23 2.10  0.2238
H15 -3.27 2.98 0.41  0.4893
H16 3.27 1.34 -2.40  0.4749
H17 -1.39 1.28 3.16  0.4833
H18 -0.07 -2.07 -2.92  0.4696
H19 2.20 -1.68 0.34  0.4913
H20 -1.91 -2.73 -0.09  0.4199
H21 -3.06 1.48 0.54  0.4762
H22 2.23 0.41 0.46  0.5114
H23 -1.34 0.14 -2.12  0.2274

## Properties
Net charge = 0
Frontier orbital gap = 8.7 eV
Total energy = -860.912425 a.u.
ΔE to the lowest compared entry with this formula, charge and spin = 78.7 kcal/mol
HOMO level = -8.18 eV
F_max = 4.4 eV/Å
SMILES string = Cc1ccc[nH]1.O.O.O.O.O.O.O.O

***

[2]
Below is the ion C4H9N2S with charge +1 in a non-equilibrium geometry, with properties calculated with ωB97M-V/def2-TZVPD.

Each line ends with the natural charge from an NBO analysis.
CARTESIAN COORDINATES (ANGSTROEM)
S1 -3.17 -0.37 -0.07  0.2379
N1 -0.54 0.42 0.14  -0.4049
N2 0.13 -2.37 -0.05  -0.2695
C1 1.12 -1.39 -0.30  -0.3267
C2 -1.47 -0.48 0.24  0.2137
C3 0.90 0.00 0.31  -0.2014
C4 -0.81 1.83 -0.09  -0.4464
H1 2.09 -1.74 0.13  0.2860
H2 -3.26 -1.58 0.14  0.1513
H3 -0.26 2.47 0.62  0.2537
H4 0.03 -2.44 0.90  0.3271
H5 -0.51 2.25 -1.16  0.2532
H6 -1.94 1.88 -0.21  0.2342
H7 1.03 -0.08 1.40  0.2238
H8 1.50 0.78 -0.11  0.2446
H9 1.26 -1.28 -1.44  0.2234

## Properties
Net charge = +1
Frontier orbital gap (alpha / beta) = 7.7 / 7.7 eV
Total energy = -665.073156 a.u.
ΔE to the lowest compared entry with this formula, charge and spin = 137.5 kcal/mol
HOMO level (alpha / beta) = -14.37 / -14.37 eV
F_max = 3.9 eV/Å

***

[3]
Below is a structure of composition C41H34N6O3P2RuS5Se in a non-equilibrium geometry, with properties calculated with ωB97M-V/def2-TZVPD.

Each line ends with the Mulliken spin population.
CARTESIAN COORDINATES (ANGSTROEM)
Ru1 1.93 0.05 -0.02  2.0639
Se1 3.54 -2.11 3.41  0.2621
S1 1.52 2.22 0.40  0.1525
S2 5.23 1.98 -0.04  0.3900
S3 4.14 4.51 -0.91  0.0333
S4 4.21 0.35 -0.48  0.5012
S5 -6.34 -1.20 0.19  0.0000
P1 -0.53 -1.33 -2.39  -0.0013
P2 -0.40 -0.59 0.38  -0.0861
O1 3.74 3.58 -1.95  0.0275
O2 5.53 4.98 -1.08  0.0203
O3 3.20 5.52 -0.52  0.0203
N1 4.03 -3.70 2.63  0.2301
N2 -1.41 -1.17 -0.87  -0.0044
N3 3.01 4.69 5.74  0.1420
N4 6.61 5.57 4.29  -0.0270
N5 2.90 -1.41 1.91  0.2276
N6 2.52 -2.05 -0.25  0.0773
C1 5.16 4.09 1.55  0.1922
C2 2.88 3.03 1.19  0.2926
C3 -1.09 1.22 2.40  0.0000
C4 -3.66 -1.42 -5.83  0.0005
C5 2.67 -2.98 -1.21  0.1945
C6 3.67 -3.59 1.37  -0.0440
C7 -1.93 2.05 3.10  -0.0011
C8 -0.14 2.75 -2.99  0.0260
C9 1.22 2.85 -3.21  -0.0011
C10 2.03 1.74 -3.14  0.0244
C11 -0.98 -3.00 3.70  0.0096
C12 -0.21 -4.11 3.35  -0.0038
C13 2.58 3.50 2.46  -0.0190
C14 3.34 -4.18 -0.96  -0.0520
C15 -3.37 2.09 1.15  0.0037
C16 -0.71 1.52 -2.67  -0.0069
C17 4.82 4.39 2.82  0.0079
C18 1.46 0.51 -2.83  0.0094
C19 3.81 -4.50 0.30  0.2422
C20 5.83 5.04 3.65  0.0021
C21 -4.70 -1.15 -0.54  -0.0003
C22 -1.42 0.67 1.17  0.0381
C23 3.51 4.10 3.28  0.2343
C24 -0.43 -1.97 1.59  -0.0282
C25 -1.06 -1.92 2.84  0.0058
C26 0.25 -3.13 1.22  -0.0293
C27 -2.36 -2.22 -0.60  -0.0014
C28 -3.96 -0.62 -4.71  -0.0003
C29 -2.52 1.21 0.53  -0.0027
C30 -1.92 -1.40 -3.63  0.0047
C31 3.19 4.43 4.63  -0.0302
C32 -2.55 -2.25 -5.81  -0.0001
C33 0.08 0.37 -2.61  -0.0121
C34 -1.68 -2.24 -4.69  0.0026
C35 -6.18 -0.38 1.79  0.0000
C36 4.23 3.40 0.59  0.0469
C37 3.02 -2.34 0.97  -0.1671
C38 -3.09 2.50 2.48  -0.0019
C39 0.41 -4.19 2.10  0.0088
C40 -3.09 -0.61 -3.64  -0.0002
C41 -3.61 -1.85 0.24  0.0010
H1 -0.11 1.03 2.85  -0.0005
H2 -4.43 -0.10 -0.74  0.0000
H3 -0.79 -2.87 -4.74  -0.0002
H4 -3.80 3.20 2.95  0.0002
H5 1.67 3.84 -3.37  -0.0011
H6 -7.19 -0.08 2.11  0.0000
H7 -3.29 0.00 -2.79  0.0005
H8 -2.30 -2.90 -6.66  0.0000
H9 -5.58 0.54 1.70  0.0000
H10 -0.79 3.62 -3.04  0.0006
H11 6.15 4.34 1.17  0.0020
H12 0.60 -3.19 0.18  -0.0138
H13 -1.63 2.36 4.08  0.0001
H14 -2.68 -2.63 -1.57  -0.0019
H15 -4.82 -1.63 -1.49  0.0001
H16 -1.77 1.47 -2.52  -0.0029
H17 -4.22 2.55 0.61  0.0001
H18 1.07 -4.98 1.81  0.0062
H19 -5.74 -1.04 2.53  0.0000
H20 4.37 -5.40 0.51  0.0032
H21 -2.70 0.83 -0.46  -0.0044
H22 2.12 -0.35 -2.83  -0.0113
H23 -0.06 -4.87 4.11  -0.0014
H24 2.28 -2.73 -2.19  0.0605
H25 -1.68 -1.10 3.15  -0.0023
H26 1.59 3.31 2.84  -0.0195
H27 -1.87 -3.04 -0.03  0.0000
H28 -4.33 -1.42 -6.68  0.0000
H29 3.10 1.85 -3.29  0.0067
H30 3.46 -4.85 -1.77  0.0048
H31 -1.41 -2.94 4.71  0.0005
H32 -3.32 -1.27 1.14  -0.0006
H33 -4.83 0.00 -4.72  0.0000
H34 -3.99 -2.80 0.58  -0.0003

## Properties
Net charge = -1
Expectation value of S² = 8.85
Frontier orbital gap (alpha / beta) = 6.0 / 6.6 eV
Multiplicity = 6
Total energy = -7307.034060 a.u.
ΔE to the lowest compared entry with this formula, charge and spin = 0.0 kcal/mol
HOMO level (alpha / beta) = -4.10 / -6.33 eV
F_max = 1.8 eV/Å

***

[4]
Below is a structure of composition C24H57N2O6P3PbSSe2, with properties calculated with ωB97M-V/def2-TZVPD.

Each line ends with the Löwdin charge.
CARTESIAN COORDINATES (ANGSTROEM)
Pb1 -0.08 0.77 -1.39  1.0381
Se1 2.10 1.47 -3.45  0.8120
Se2 -0.54 -1.26 -3.73  0.8065
S1 2.04 -1.43 -1.75  0.5339
P1 0.39 1.37 2.30  0.4696
P2 -0.95 -1.25 1.56  0.4725
P3 -2.43 2.30 -2.31  0.7153
O1 1.53 1.88 3.26  -0.1666
O2 -1.42 -0.41 0.42  -0.4274
O3 -0.88 2.13 2.81  -0.1834
O4 -2.09 -2.07 2.26  -0.1756
O5 0.76 1.55 0.87  -0.4269
O6 0.12 -2.34 1.20  -0.1915
N1 4.00 -1.92 0.03  0.0359
N2 3.44 -3.66 -1.18  -0.1537
C1 -3.31 -1.62 2.94  -0.3911
C2 -0.96 3.58 2.61  -0.4234
C3 -0.26 -4.68 1.77  -0.0277
C4 1.16 0.79 -5.06  -0.5078
C5 -0.10 -3.68 0.64  -0.4068
C6 -2.10 -1.03 -4.90  -0.3548
C7 0.83 -0.69 -5.04  -0.5123
C8 -1.97 3.84 1.51  -0.0401
C9 -1.27 -3.71 -0.33  -0.0349
C10 -2.43 2.48 -4.13  -0.2610
C11 -3.72 -0.22 2.51  -0.0417
C12 2.74 -4.52 -2.11  -0.0370
C13 -3.10 -1.73 4.44  -0.0298
C14 5.01 -2.91 0.40  -0.1053
C15 -3.84 1.18 -1.97  -0.2574
C16 4.52 -4.17 -0.33  -0.0864
C17 -0.01 -0.32 2.82  -0.1673
C18 3.53 2.90 2.35  -0.0335
C19 2.94 1.64 2.98  -0.4419
C20 2.22 3.31 -4.11  -0.3604
C21 3.61 1.28 4.29  -0.0316
C22 -3.16 3.93 -1.88  -0.2642
C23 3.19 -2.37 -0.95  -0.7674
C24 -1.35 4.20 3.93  -0.0246
H1 -1.70 3.26 0.63  0.0500
H2 1.91 -3.97 -2.55  0.0550
H3 0.58 -4.61 2.46  0.0888
H4 2.58 3.93 -3.29  0.0276
H5 -0.60 4.00 4.69  0.0896
H6 -4.67 0.04 2.99  0.1003
H7 3.01 3.14 1.43  0.0746
H8 -2.99 -1.02 -4.27  0.0193
H9 5.29 -4.63 -0.94  0.1316
H10 -4.06 -1.67 4.95  0.0971
H11 -2.97 0.51 2.80  0.0692
H12 -1.18 -4.49 2.31  0.0797
H13 -1.99 4.89 1.26  0.0989
H14 -4.06 1.23 -0.90  0.0392
H15 0.90 -0.88 3.02  0.0905
H16 3.41 -4.85 -2.90  0.1027
H17 1.85 0.99 -5.89  0.0831
H18 -2.30 3.80 4.27  0.0931
H19 -4.72 1.49 -2.53  0.0601
H20 0.83 -3.87 0.10  0.1171
H21 -1.31 -4.69 -0.82  0.0992
H22 4.58 2.74 2.14  0.0920
H23 -2.21 -3.55 0.20  0.0849
H24 3.15 0.39 4.73  0.0832
H25 -1.83 3.36 -4.39  0.0518
H26 -3.58 0.15 -2.21  0.0298
H27 4.67 1.09 4.12  0.0923
H28 -3.44 2.63 -4.50  0.0624
H29 0.02 3.94 2.31  0.1376
H30 -2.46 -0.93 4.81  0.0775
H31 0.43 -1.00 -6.01  0.0812
H32 4.13 -4.92 0.35  0.1295
H33 3.51 2.10 4.99  0.0956
H34 -1.46 5.28 3.82  0.0964
H35 -0.58 -0.24 3.74  0.0790
H36 -2.00 1.61 -4.62  -0.0126
H37 6.00 -2.60 0.06  0.1252
H38 -1.15 -2.94 -1.09  0.0491
H39 -2.15 -1.89 -5.57  0.0361
H40 5.04 -3.05 1.48  0.1204
H41 2.36 -5.40 -1.59  0.0983
H42 -3.97 4.14 -2.59  0.0563
H43 -0.29 -5.69 1.36  0.0945
H44 -2.96 3.52 1.84  0.0963
H45 1.71 -1.29 -4.82  0.0506
H46 -3.86 -0.18 1.43  0.0715
H47 -4.06 -2.34 2.63  0.1490
H48 2.94 3.33 -4.93  0.0359
H49 -2.64 -2.69 4.69  0.0908
H50 4.10 -0.94 0.21  0.1335
H51 1.25 3.66 -4.45  0.0244
H52 -2.41 4.72 -1.97  0.0517
H53 -2.03 -0.12 -5.48  0.0137
H54 -3.56 3.93 -0.87  0.0319
H55 3.01 0.81 2.26  0.1253
H56 3.43 3.73 3.05  0.0959
H57 0.28 1.41 -5.20  0.0520

## Properties
Net charge = +2
Frontier orbital gap = 8.2 eV
Total energy = -7927.381663 a.u.
HOMO level = -12.99 eV
F_max = 0.9 eV/Å